{
  "formula": "C10H8O",
  "method": "ωB97M-V/def2-TZVPD",
  "symbols": ["C", "C", "C", "C", "C", "C", "C", "C", "O", "C", "C", "H", "H", "H", "H", "H", "H", "H", "H"],
  "coordinates": [[-1.4892, 1.9972, 2.0840], [-0.1857, 1.4656, 2.4207], [0.3757, 0.6416, 1.4569], [-0.2677, 0.2806, 0.2380], [0.4153, -0.6216, -0.7003], [-0.0915, -1.2408, -1.9022], [1.0189, -2.0706, -2.3776], [2.0184, -1.8161, -1.5218], [1.6769, -0.9821, -0.5175], [-1.5681, 0.8490, -0.0202], [-2.0743, 1.6708, 0.9113], [-1.9400, 2.5950, 2.8553], [0.4020, 1.5396, 3.2469], [1.5589, 0.1640, 1.6614], [-1.1568, -1.1987, -2.2705], [1.0935, -2.6613, -3.2125], [2.9709, -2.3728, -1.4069], [-2.0689, 0.7849, -0.9704], [-3.1855, 2.0730, 0.7026]],
  "mulliken_charge": [-0.488, -0.596, -0.190, 0.650, 0.375, -0.467, -0.477, -0.390, -0.288, -0.374, -0.304, 0.381, 0.479, 0.064, 0.282, 0.510, 0.357, 0.312, 0.164],
  "largest_force_ev_per_a": 5.249,
  "de_lowest_kcal_mol": 53.9,
  "homo_lumo_gap_ev": 8.46,
  "lumo_energy_ev": 0.567
}



{
  "formula": "C10H8O3",
  "method": "ωB97M-V/def2-TZVPD",
  "symbols": ["C", "C", "C", "C", "C", "C", "C", "C", "C", "C", "H", "H", "H", "H", "H", "H", "H", "H", "O", "O", "O"],
  "coordinates": [[-3.0792, 0.4041, 0.2547], [-1.6251, 0.4347, 0.0703], [-1.1818, 1.6521, -0.0750], [0.9491, 0.8140, 0.0657], [2.3984, 1.0067, 0.2419], [3.3121, 0.0526, 0.0743], [2.8766, -1.3329, 0.1139], [1.6647, -1.4783, 0.1254], [0.5587, -0.5201, -0.1439], [-0.7754, -0.8282, -0.1632], [-2.9128, -1.5456, -0.0442], [-3.2991, 0.8746, 1.5310], [-3.6570, 1.3750, -0.4465], [-1.8524, 2.5782, -0.4968], [2.6039, 2.0076, 0.3225], [4.1768, 0.4056, -0.4976], [3.4454, -2.2757, -0.5034], [1.3006, -2.5302, -0.1542], [-3.7002, -1.0154, -0.0560], [0.1181, 1.8283, -0.2160], [-1.3215, -1.9070, -0.0030]],
  "mulliken_charge": [-0.456, 0.431, -0.342, 0.633, -0.995, -0.181, -0.125, -0.608, 0.372, 0.727, 0.449, 0.179, 0.204, 0.208, 0.502, 0.305, 0.187, 0.227, -0.571, -0.370, -0.776],
  "largest_force_ev_per_a": 13.798,
  "de_lowest_kcal_mol": 156.8,
  "homo_lumo_gap_ev": 8.43,
  "lumo_energy_ev": -0.645
}



{
  "formula": "C10H9AuClF5O4S",
  "method": "ωB97M-V/def2-TZVPD",
  "symbols": ["Au", "O", "Cl", "O", "O", "O", "F", "C", "C", "F", "C", "F", "C", "S", "C", "F", "C", "F", "C", "C", "C", "C", "H", "H", "H", "H", "H", "H", "H", "H", "H"],
  "coordinates": [[0.1444, 0.0048, -0.0294], [2.9910, -2.4662, 1.2478], [2.4409, -1.9277, 0.0646], [3.0222, -2.4689, -1.1030], [2.5624, -0.4677, 0.0639], [0.9781, -2.1728, 0.0456], [-6.5982, 2.4157, 0.0551], [-5.5603, 1.6265, -0.0957], [-4.3917, 2.1191, -0.6637], [-4.3282, 3.3841, -1.0554], [-3.3065, 1.2862, -0.8248], [-2.2395, 1.7754, -1.4248], [-3.3374, -0.0587, -0.4159], [-2.0253, -1.1581, -0.6008], [-4.5454, -0.5283, 0.1374], [-4.6370, -1.7847, 0.5318], [-5.6352, 0.2973, 0.3045], [-6.7551, -0.1625, 0.8437], [-1.2529, 2.6845, 1.6952], [0.2611, 2.6768, 1.4935], [0.7988, 4.1201, 1.5069], [0.6757, 2.0536, 0.1833], [-1.5076, 3.1403, 2.6527], [-1.6591, 1.6700, 1.6785], [-1.7316, 3.2660, 0.9026], [0.7330, 2.1347, 2.3176], [0.3516, 4.6908, 0.6905], [1.8825, 4.1385, 1.3940], [0.5408, 4.6070, 2.4491], [1.7575, 1.9795, 0.0734], [0.2234, 2.5487, -0.6765]],
  "mulliken_charge": [0.540, -0.596, 1.864, -0.593, -0.722, -0.770, -0.261, 0.517, 0.223, -0.312, 0.332, -0.351, 0.089, -0.147, 0.317, -0.300, 0.359, -0.267, -1.180, 0.796, -1.524, -1.285, 0.445, 0.229, 0.236, 0.182, 0.363, 0.411, 0.398, 0.599, 0.408],
  "largest_force_ev_per_a": 0.603,
  "de_lowest_kcal_mol": 1.9,
  "homo_lumo_gap_ev": [8.51, 5.73],
  "lumo_energy_ev": [-0.384, -4.111],
  "multiplicity": 3
}



{
  "formula": "C10H9Br",
  "method": "ωB97M-V/def2-TZVPD",
  "symbols": ["C", "C", "C", "C", "C", "C", "C", "C", "C", "C", "Br", "H", "H", "H", "H", "H", "H", "H", "H", "H"],
  "coordinates": [[0.2363, -0.6750, 2.2576], [1.5346, -1.1362, 2.1488], [-0.3865, -0.0906, 1.1694], [2.2192, -0.9583, 0.9605], [0.2670, 0.0569, -0.0526], [1.6131, -0.3631, -0.1426], [0.1643, 0.8534, -2.3570], [-0.4337, 0.6446, -1.2190], [2.4022, -0.2199, -1.3675], [-1.8929, 1.0131, -1.0329], [3.7340, 1.1057, -1.4570], [-0.2892, -0.7719, 3.1958], [2.0232, -1.6272, 2.9773], [-1.3989, 0.2622, 1.2810], [3.2466, -1.2845, 0.8781], [0.0711, 1.2147, -3.3474], [2.5788, -1.0625, -2.0139], [-2.3381, 1.2487, -1.9960], [-1.9773, 1.8936, -0.3975], [-2.4437, 0.1863, -0.5897]],
  "mulliken_charge": [-0.787, -0.555, -0.500, -0.498, 0.475, 0.524, -0.992, 1.320, -0.832, -1.476, -0.089, 0.383, 0.392, 0.329, 0.421, 0.378, 0.387, 0.375, 0.364, 0.382],
  "largest_force_ev_per_a": 2.377,
  "de_lowest_kcal_mol": 60.2,
  "homo_lumo_gap_ev": [8.47, 8.70],
  "lumo_energy_ev": [0.382, 0.326]
}



Please write out number 2 again, unchanged.
{
  "formula": "C10H8O3",
  "method": "ωB97M-V/def2-TZVPD",
  "symbols": ["C", "C", "C", "C", "C", "C", "C", "C", "C", "C", "H", "H", "H", "H", "H", "H", "H", "H", "O", "O", "O"],
  "coordinates": [[-3.0792, 0.4041, 0.2547], [-1.6251, 0.4347, 0.0703], [-1.1818, 1.6521, -0.0750], [0.9491, 0.8140, 0.0657], [2.3984, 1.0067, 0.2419], [3.3121, 0.0526, 0.0743], [2.8766, -1.3329, 0.1139], [1.6647, -1.4783, 0.1254], [0.5587, -0.5201, -0.1439], [-0.7754, -0.8282, -0.1632], [-2.9128, -1.5456, -0.0442], [-3.2991, 0.8746, 1.5310], [-3.6570, 1.3750, -0.4465], [-1.8524, 2.5782, -0.4968], [2.6039, 2.0076, 0.3225], [4.1768, 0.4056, -0.4976], [3.4454, -2.2757, -0.5034], [1.3006, -2.5302, -0.1542], [-3.7002, -1.0154, -0.0560], [0.1181, 1.8283, -0.2160], [-1.3215, -1.9070, -0.0030]],
  "mulliken_charge": [-0.456, 0.431, -0.342, 0.633, -0.995, -0.181, -0.125, -0.608, 0.372, 0.727, 0.449, 0.179, 0.204, 0.208, 0.502, 0.305, 0.187, 0.227, -0.571, -0.370, -0.776],
  "largest_force_ev_per_a": 13.798,
  "de_lowest_kcal_mol": 156.8,
  "homo_lumo_gap_ev": 8.43,
  "lumo_energy_ev": -0.645
}



What did the fourth record say?
{
  "formula": "C10H9Br",
  "method": "ωB97M-V/def2-TZVPD",
  "symbols": ["C", "C", "C", "C", "C", "C", "C", "C", "C", "C", "Br", "H", "H", "H", "H", "H", "H", "H", "H", "H"],
  "coordinates": [[0.2363, -0.6750, 2.2576], [1.5346, -1.1362, 2.1488], [-0.3865, -0.0906, 1.1694], [2.2192, -0.9583, 0.9605], [0.2670, 0.0569, -0.0526], [1.6131, -0.3631, -0.1426], [0.1643, 0.8534, -2.3570], [-0.4337, 0.6446, -1.2190], [2.4022, -0.2199, -1.3675], [-1.8929, 1.0131, -1.0329], [3.7340, 1.1057, -1.4570], [-0.2892, -0.7719, 3.1958], [2.0232, -1.6272, 2.9773], [-1.3989, 0.2622, 1.2810], [3.2466, -1.2845, 0.8781], [0.0711, 1.2147, -3.3474], [2.5788, -1.0625, -2.0139], [-2.3381, 1.2487, -1.9960], [-1.9773, 1.8936, -0.3975], [-2.4437, 0.1863, -0.5897]],
  "mulliken_charge": [-0.787, -0.555, -0.500, -0.498, 0.475, 0.524, -0.992, 1.320, -0.832, -1.476, -0.089, 0.383, 0.392, 0.329, 0.421, 0.378, 0.387, 0.375, 0.364, 0.382],
  "largest_force_ev_per_a": 2.377,
  "de_lowest_kcal_mol": 60.2,
  "homo_lumo_gap_ev": [8.47, 8.70],
  "lumo_energy_ev": [0.382, 0.326]
}



Number 4 is which compound? C10H9Br